Molecular formula: C12H31NO13Y2
Method: DFT, ωB97M-V/def2-TZVPD

Calculated values
HOMO energy (alpha / beta) in eV: -15.43 / -15.90
Expectation value of S²: 0.750
Max |F| in eV Å⁻¹: 7.151

ORCA input file:
```
! wB97M-V def2-TZVPD RIJCOSX def2/J DEFGRID3
* xyz 3 2
Y 18.581 -20.027 14.030
Y 14.483 -18.847 11.127
O 17.592 -20.838 18.034
C 18.144 -20.561 16.857
O 17.953 -19.475 16.350
O 18.702 -21.371 16.122
H 17.181 -20.039 18.373
O 16.075 -16.356 14.594
C 16.091 -17.418 13.848
O 15.178 -17.634 13.081
O 16.964 -18.253 13.858
H 16.846 -16.421 15.162
C 11.703 -18.018 14.070
C 12.435 -19.357 13.826
C 11.608 -20.633 14.353
O 12.221 -21.818 13.827
C 11.415 -22.951 13.760
N 12.414 -19.485 12.360
H 10.723 -17.902 13.606
H 12.208 -17.057 13.971
H 11.374 -18.028 15.109
H 13.479 -19.362 14.140
H 10.593 -20.610 13.957
H 11.545 -20.556 15.438
H 10.886 -23.382 14.610
H 12.066 -23.772 13.457
H 10.669 -22.676 13.015
H 11.459 -19.157 12.349
H 12.395 -20.475 12.161
C 20.565 -15.023 15.768
C 19.337 -14.894 16.718
O 19.529 -14.629 18.087
O 21.545 -15.856 16.369
H 20.826 -14.009 15.464
H 20.425 -15.673 14.905
H 18.553 -15.628 16.529
H 18.828 -14.003 16.351
H 20.209 -13.957 17.997
H 21.845 -16.482 15.705
C 13.918 -18.575 17.477
C 15.197 -17.853 17.891
O 16.185 -18.446 18.777
O 13.177 -18.849 18.643
H 14.234 -19.416 16.861
H 13.310 -18.001 16.777
H 14.940 -16.898 18.349
H 15.550 -17.404 16.963
H 16.826 -17.746 18.914
H 13.384 -19.745 18.919
C 13.308 -15.900 11.445
C 14.627 -15.616 10.766
O 15.437 -16.792 10.518
O 12.859 -17.098 10.914
H 12.568 -15.110 11.317
H 13.316 -15.916 12.535
H 15.181 -14.877 11.344
H 14.559 -15.125 9.795
H 16.182 -16.591 9.947
H 11.960 -16.962 10.605
*
```



Molecular formula: C12H32AlN2O5S2
Method: DFT, ωB97M-V/def2-TZVPD

Calculated values
HOMO energy in eV: -4.62
Max |F| in eV Å⁻¹: 0.525

ORCA input file:
```
! wB97M-V def2-TZVPD RIJCOSX def2/J DEFGRID3
* xyz -1 1
C -0.315 4.148 2.685
N -1.635 3.858 2.127
C -2.690 4.391 2.972
C -1.698 4.327 0.767
O -2.137 5.438 0.535
C -1.262 3.360 -0.297
Al -0.274 1.626 0.170
C 0.573 0.808 -1.478
C 0.106 -0.641 -1.754
C 1.107 -1.502 -2.547
N 1.810 -2.434 -1.657
C -1.631 0.258 0.865
O -2.615 0.752 1.802
O -3.928 0.293 1.397
H -0.256 5.192 3.031
H 0.451 3.987 1.932
H -0.107 3.476 3.519
H -2.827 5.472 2.847
H -3.632 3.883 2.757
H -2.437 4.190 4.014
H -0.730 3.966 -1.041
H -2.210 3.082 -0.781
H 0.884 1.891 1.294
H 1.667 0.817 -1.394
H 0.329 1.424 -2.354
H -0.843 -0.613 -2.294
H -0.084 -1.180 -0.821
H 0.590 -2.089 -3.312
H 1.805 -0.819 -3.053
H 2.555 -2.912 -2.146
H 2.232 -1.930 -0.889
H -1.133 -0.607 1.329
H -2.178 -0.140 0.004
H -4.252 1.091 0.962
C 6.847 -0.926 0.548
S 5.804 -1.668 -0.717
O 4.471 -1.861 -0.103
C 6.610 -3.278 -0.706
H 6.465 0.077 0.727
H 6.777 -1.518 1.460
H 7.876 -0.874 0.191
H 6.556 -3.697 0.298
H 7.645 -3.173 -1.033
H 6.065 -3.913 -1.402
C -3.219 -3.170 0.229
S -3.507 -3.941 -1.366
O -2.621 -3.282 -2.356
C -5.149 -3.241 -1.605
H -2.207 -3.426 0.538
H -3.307 -2.087 0.141
H -3.941 -3.558 0.948
H -5.075 -2.154 -1.578
H -5.818 -3.603 -0.825
H -5.505 -3.568 -2.581
*
```



Molecular formula: C12H32ClO16S4
Method: DFT, ωB97M-V/def2-TZVPD

Calculated values
HOMO energy in eV: -6.86
Energy relative to the best compared isomer or geometry (same formula, charge and spin) in kcal/mol: 52.73
Max |F| in eV Å⁻¹: 3.996

ORCA input file:
```
! wB97M-V def2-TZVPD RIJCOSX def2/J DEFGRID3
* xyz -1 1
Cl -1.928 -0.884 -1.263
O -1.657 -2.290 -1.121
O -0.710 -0.125 -1.531
O -2.886 -0.648 -2.351
O -2.430 -0.602 0.045
O -2.738 5.462 -1.801
S -2.106 4.219 -1.988
O -2.160 3.601 -3.305
O -0.499 4.402 -1.559
C 0.407 3.426 -1.943
C 1.709 4.162 -1.815
C -2.678 2.961 -0.786
H 0.337 3.105 -2.986
H 0.246 2.484 -1.415
H 1.679 5.163 -2.243
H 2.575 3.631 -2.212
H 1.942 4.293 -0.756
H -2.460 1.957 -1.143
H -3.734 3.120 -0.573
H -2.165 3.197 0.147
O 0.153 3.164 1.462
S 1.001 2.284 2.271
O 2.394 2.627 2.447
O 0.356 2.167 3.791
C 0.546 1.015 4.520
C -0.098 1.147 5.883
C 0.962 0.518 1.624
H 1.609 0.805 4.664
H 0.153 0.129 4.019
H 0.050 0.256 6.495
H -1.179 1.238 5.772
H 0.311 1.987 6.444
H 1.365 -0.119 2.411
H 1.616 0.419 0.760
H -0.035 0.118 1.439
O 1.949 0.022 -5.274
S 0.776 -0.163 -6.153
O 0.983 -0.015 -7.582
O 0.061 -1.648 -5.819
C 0.298 -2.096 -4.456
C 1.576 -2.904 -4.361
C -0.605 0.881 -5.568
H -0.577 -2.613 -4.063
H 0.380 -1.273 -3.743
H 2.377 -2.297 -4.784
H 1.451 -3.792 -4.983
H 1.975 -3.178 -3.385
H -1.199 1.087 -6.457
H -0.022 1.768 -5.321
H -1.144 0.413 -4.747
O 2.848 -2.970 3.039
S 1.697 -3.067 3.928
O 1.439 -2.135 5.000
O 0.470 -3.092 2.872
C -0.792 -2.912 3.435
C -1.866 -3.136 2.345
C 1.568 -4.775 4.495
H -0.881 -1.921 3.883
H -0.991 -3.602 4.259
H -1.390 -3.004 1.372
H -2.761 -2.516 2.314
H -2.246 -4.153 2.444
H 1.405 -5.458 3.664
H 0.766 -4.870 5.226
H 2.504 -4.970 5.019
*
```



Molecular formula: C12H32O12S4
Method: DFT, ωB97M-V/def2-TZVPD

Calculated values
HOMO energy in eV: -10.78
SMILES: CCOS(C)(=O)=O.CCOS(C)(=O)=O.CCOS(C)(=O)=O.CCOS(C)(=O)=O
Energy relative to the best compared isomer or geometry (same formula, charge and spin) in kcal/mol: 0.15
Max |F| in eV Å⁻¹: 1.294

ORCA input file:
```
! wB97M-V def2-TZVPD RIJCOSX def2/J DEFGRID3
* xyz 0 1
C -3.012 7.069 -0.834
C -2.602 5.671 -0.376
O -1.465 5.275 -1.185
S -1.037 3.756 -1.114
C -2.164 3.026 -2.252
O 0.281 3.722 -1.652
O -1.336 3.251 0.184
H -4.068 7.211 -0.591
H -2.951 7.153 -1.916
H -2.435 7.811 -0.293
H -2.262 5.714 0.656
H -3.407 4.944 -0.466
H -1.996 3.522 -3.207
H -3.185 3.149 -1.910
H -1.892 1.976 -2.355
C 1.957 -3.910 0.643
C 0.673 -3.344 0.098
O 0.955 -2.278 -0.827
S 0.102 -0.946 -0.680
C 1.156 0.084 -1.623
O -1.153 -1.158 -1.324
O 0.127 -0.513 0.683
H 2.590 -4.287 -0.158
H 1.743 -4.649 1.412
H 2.552 -3.111 1.098
H 0.141 -4.132 -0.438
H 0.000 -3.041 0.901
H 1.104 -0.231 -2.660
H 2.145 -0.134 -1.223
H 0.889 1.118 -1.423
C -2.943 -4.072 1.189
C -3.185 -3.549 -0.198
O -2.207 -4.080 -1.115
S -2.679 -4.437 -2.582
C -2.677 -2.865 -3.374
O -1.642 -5.258 -3.099
O -4.035 -4.891 -2.537
H -3.322 -5.083 1.347
H -3.481 -3.442 1.902
H -1.893 -4.073 1.481
H -4.197 -3.782 -0.522
H -3.112 -2.457 -0.193
H -3.381 -2.262 -2.808
H -3.108 -3.052 -4.357
H -1.660 -2.500 -3.419
C 4.961 2.796 3.019
C 5.575 1.423 2.984
O 4.630 0.352 3.232
S 3.730 -0.131 2.015
C 2.350 -0.689 2.943
O 3.349 0.982 1.198
O 4.380 -1.232 1.408
H 4.408 3.036 2.113
H 5.755 3.535 3.137
H 4.249 2.887 3.841
H 6.125 1.238 2.059
H 6.298 1.332 3.793
H 1.728 0.154 3.224
H 2.733 -1.202 3.824
H 1.799 -1.390 2.325
*
```